128
Properties=species:S:1:pos:R:3 method="wB97M-V/def2-TZVPD" e_above_lowest_kj_mol=348.1 total_energy_ha=-5329.1974 total_charge=+3 spin_multiplicity=3
Au 0.958 1.426 -1.957
C -6.244 -3.262 -3.987
C -4.995 -2.574 -3.534
C -4.191 -1.863 -4.425
C -3.021 -1.253 -4.008
C -2.644 -1.363 -2.678
C -3.446 -2.038 -1.763
C -4.614 -2.639 -2.193
S -1.105 -0.778 -1.990
O -0.887 0.637 -2.548
C 0.033 -1.747 -2.962
C 0.261 -1.368 -4.297
C 1.067 -2.133 -5.085
C 1.697 -3.283 -4.567
C 2.509 -4.100 -5.386
C 3.126 -5.207 -4.875
C 2.974 -5.536 -3.516
C 2.194 -4.766 -2.697
C 1.522 -3.629 -3.200
C 0.661 -2.837 -2.387
C 0.363 -3.240 -0.966
C -0.528 -4.347 -0.805
C -1.037 -5.070 -1.894
C -1.831 -6.177 -1.698
C -2.160 -6.630 -0.402
C -1.729 -5.935 0.681
C -0.933 -4.754 0.514
C -0.562 -4.020 1.596
C 0.401 -2.911 1.557
C 0.862 -2.562 0.133
S 2.108 -1.342 0.018
O -0.373 0.036 1.084
C 3.371 -1.719 -1.196
C 4.508 -2.368 -0.726
C 5.681 -2.308 -1.461
C 5.749 -1.591 -2.653
C 7.050 -1.397 -3.370
C 4.577 -1.010 -3.141
C 3.400 -1.054 -2.415
H -6.338 -3.250 -5.070
H -7.121 -2.777 -3.558
H -6.245 -4.295 -3.644
H -4.479 -1.799 -5.465
H -2.414 -0.699 -4.709
H -3.144 -2.087 -0.724
H -5.242 -3.168 -1.489
H -0.202 -0.466 -4.675
H 1.238 -1.868 -6.120
H 2.632 -3.831 -6.427
H 3.735 -5.836 -5.509
H 3.472 -6.410 -3.121
H 2.070 -5.028 -1.654
H -0.772 -4.773 -2.898
H -2.200 -6.727 -2.553
H -2.750 -7.526 -0.279
H -1.949 -6.268 1.687
H -0.949 -4.313 2.566
H 1.304 -3.358 2.007
H 4.488 -2.876 0.228
H 6.563 -2.802 -1.077
H 7.893 -1.620 -2.720
H 7.139 -0.372 -3.726
H 7.116 -2.046 -4.244
H 4.594 -0.486 -4.087
H 2.519 -0.538 -2.776
N 4.552 3.497 -1.826
C 4.851 2.617 -0.823
C 3.745 1.843 -0.655
N 2.779 2.251 -1.545
C 3.307 3.247 -2.241
H 5.162 4.223 -2.171
H 5.804 2.599 -0.330
H 3.583 1.043 0.042
H 2.809 3.775 -3.035
S -1.306 4.720 -1.573
C -2.220 5.119 -0.275
N -3.555 5.430 -0.438
C -4.359 5.839 0.546
C -3.865 5.934 1.828
C -2.536 5.621 2.035
N -1.744 5.209 1.039
H -3.886 5.377 -1.396
H -5.377 6.102 0.291
H -4.488 6.260 2.645
H -2.068 5.707 3.009
F -5.241 2.090 7.441
C -5.190 3.130 6.602
F -4.814 4.204 7.313
F -6.428 3.361 6.151
C -4.219 2.868 5.473
C -4.640 2.910 4.154
C -3.714 2.693 3.145
C -2.383 2.411 3.451
C -1.983 2.328 4.784
C -2.900 2.564 5.792
P -1.275 2.297 1.981
C -0.192 0.774 2.306
C 1.152 0.867 2.873
C 1.702 -0.194 3.563
C 1.122 -1.440 3.568
C -0.049 -1.826 2.716
C -0.818 -0.586 2.244
C 1.601 -2.473 4.550
F 1.646 -3.707 3.992
F 0.745 -2.563 5.581
F 2.809 -2.206 5.033
C -0.217 3.759 2.369
C -0.323 4.848 1.328
C 0.517 6.048 1.584
C 1.444 6.047 2.571
C 1.530 5.001 3.513
C 0.660 3.908 3.412
C 2.446 7.182 2.604
F 3.070 7.296 3.769
F 3.392 6.934 1.660
F 1.885 8.351 2.298
H -5.680 3.100 3.928
H -4.022 2.715 2.105
H -0.967 2.065 5.045
H -2.604 2.519 6.832
H 1.671 1.808 2.812
H 2.602 -0.030 4.140
H -0.739 -2.403 3.337
H -1.901 -0.659 2.323
H 0.011 4.426 0.362
H 0.416 6.886 0.906
H 2.249 5.058 4.317
H 0.715 3.157 4.187